Record 1
Molecular formula: C6H12NOS
Method: DFT, ωB97M-V/def2-TZVPD

Calculated values
Charge: +1
2S+1: 1
Maximum force: 6.7 eV Å⁻¹

```
21
Properties=species:S:1:pos:R:3:forces:R:3
C -2.989 -0.696 -0.295 1.8 1.6 0.6
H -3.246 1.949 -0.167 0.1 -0.2 -0.5
H -3.053 -0.758 -1.357 -0.8 -0.4 -0.7
H -3.764 -0.107 0.189 -0.7 -1.1 -0.1
H 1.436 -2.209 0.751 0.5 0.4 0.4
C 1.296 -1.343 0.103 1.4 -1.0 -1.0
H 2.366 0.036 1.599 -1.1 -0.2 -1.2
C -0.674 -0.079 0.044 5.4 4.0 -0.4
H -2.272 1.653 1.282 -0.4 0.4 -0.1
H 3.942 -0.900 -0.297 -0.9 1.5 0.1
H 3.181 0.371 -1.333 -0.6 -0.5 -0.6
H 1.621 -1.761 -0.931 -0.9 1.3 1.4
H -2.637 -1.610 0.171 -0.7 -0.2 0.1
C 2.049 -0.030 0.506 0.9 0.4 0.2
H 4.098 0.898 -0.075 -0.8 -0.6 0.9
C -2.266 1.659 0.186 1.5 1.0 1.4
O -0.142 -1.211 0.157 -0.8 -1.1 -0.2
N -1.849 0.303 -0.127 -2.2 -1.0 -0.3
C 3.357 0.096 -0.305 1.8 -1.2 -0.4
S 0.997 1.375 -0.038 -2.7 -2.9 0.9
H -1.451 2.362 -0.063 -0.7 -0.2 -0.3
```
Forces are in eV/Å.

***

Record 2
Molecular formula: C22H24Cl2N2O3
Method: DFT, ωB97M-V/def2-TZVPD

Calculated values
SMILES string: CN(CCOc1ccc(Cl)cc1)C(=O)C1CCN(C(=O)c2ccc(Cl)cc2)CC1
Charge: 0
2S+1: 1
Maximum force: 0.6 eV Å⁻¹

```
53
Properties=species:S:1:pos:R:3:forces:R:3
C -0.641 0.556 2.194 0.0 0.0 -0.2
N 2.305 1.306 1.018 0.3 -0.2 -0.1
C -4.841 1.382 0.549 -0.3 0.0 0.0
C -6.575 3.017 0.892 0.0 0.0 -0.1
C -0.042 1.808 1.530 -0.1 0.1 0.0
C 3.353 0.934 0.091 0.2 -0.3 -0.4
H -7.134 3.669 1.545 -0.1 0.1 0.0
C -6.866 2.973 -0.462 0.2 -0.1 0.1
H 3.693 -3.138 0.280 -0.1 0.0 0.1
N -2.545 0.613 0.671 0.2 -0.1 -0.1
C 6.279 -4.599 -1.302 -0.2 0.1 0.1
C 5.217 -2.081 -0.820 0.2 -0.2 -0.1
C 6.911 -3.477 -1.820 -0.1 0.0 0.1
H 0.405 2.444 2.298 0.0 -0.1 0.0
C -3.807 0.465 1.130 -0.1 0.0 -0.1
H -5.342 2.224 2.449 0.0 0.0 0.1
H 3.746 -0.925 1.142 0.0 0.0 -0.1
H -1.963 -1.084 1.688 0.1 0.1 -0.1
C 6.381 -2.228 -1.579 -0.2 0.1 0.1
H -4.612 0.676 -1.461 0.1 -0.1 -0.1
H -2.864 2.348 -0.445 0.1 -0.1 0.0
H -0.876 -0.573 0.363 0.0 0.0 0.0
H -1.787 3.055 1.631 0.0 0.0 0.0
Cl -8.124 3.975 -1.097 -0.1 0.1 -0.1
C 3.614 -0.577 0.107 -0.2 0.2 0.2
C 2.698 1.554 2.388 -0.2 0.2 0.2
O 0.798 1.141 -0.629 -0.2 -0.1 -0.4
H -6.416 2.099 -2.363 0.0 0.0 -0.1
Cl 6.940 -6.170 -1.600 0.1 -0.2 0.0
C -5.568 2.212 1.393 0.1 -0.1 -0.1
H 4.276 1.461 0.345 0.0 0.0 0.0
H -0.726 3.421 0.261 0.0 0.1 0.0
H -1.433 1.386 -0.895 -0.2 0.1 0.1
C 1.038 1.395 0.537 0.0 0.2 0.5
H 3.041 1.227 -0.914 0.1 0.0 0.1
O 4.789 -0.803 -0.639 0.1 0.0 -0.1
H 3.714 1.191 2.530 0.0 0.0 0.0
C -1.493 -0.229 1.198 0.0 -0.4 0.3
H -1.273 0.864 3.030 0.0 0.0 0.0
H 4.639 -5.346 -0.153 0.0 -0.1 0.0
H 2.757 -1.099 -0.337 0.1 0.0 0.1
O -4.116 -0.390 1.942 -0.2 -0.1 0.2
C -2.038 1.750 -0.060 0.1 0.5 -0.2
H 6.853 -1.342 -1.971 0.1 0.1 -0.1
C 5.126 -4.470 -0.551 0.2 -0.1 -0.1
H 2.053 1.033 3.094 0.0 0.0 0.0
C -1.161 2.613 0.851 0.1 -0.2 -0.2
H 0.147 -0.092 2.582 0.0 0.0 0.1
H 7.809 -3.585 -2.407 0.1 0.0 -0.1
C 4.594 -3.214 -0.308 -0.1 0.3 0.0
C -5.155 1.339 -0.805 0.0 0.0 0.2
C -6.168 2.132 -1.314 -0.1 0.1 0.0
H 2.685 2.624 2.618 0.0 -0.1 0.1
```
Forces are in eV/Å.

***

The evaluated molecular weight for the records listed, in turn: 146.2, 435.4 u.
The evaluated energy for the records listed, in turn: -20780.6165, -57372.2057 eV.
The evaluated relative energy (zero: lowest compared OMol25 entry of this formula, charge and spin) for the records listed, in turn: 42.8, 0.0 kcal per mole.